1.
The following is a quantum chemistry calculation of a single C4H8N2O molecule at a distorted geometry, from the OMol25 dataset.

Each atom is followed by the atoms it is bonded to, with distances in Å.
Geometry (Å):
1 N 1.784 1.399 -0.455  C2 1.399, H8 1.038, H9 1.129
2 C 1.453 0.700 0.711  N1 1.399, C3 1.466, H10 1.101, H11 1.126
3 C 0.572 -0.271 0.056  C2 1.466, C4 1.481, N5 1.452, H12 1.083
4 C 0.032 -1.355 0.909  C3 1.481, N5 1.523, H13 1.118, H14 1.130
5 N -0.790 -0.127 0.540  C3 1.452, C4 1.523, C6 1.245
6 C -1.735 -0.315 -0.249  N5 1.245, O7 1.284, H15 1.141
7 O -1.637 -0.280 -1.529  C6 1.284
8 H 0.853 1.531 -0.895  N1 1.038
9 H 2.003 2.417 -0.018  N1 1.129
10 H 2.346 0.175 1.083  C2 1.101
11 H 0.819 1.203 1.493  C2 1.126
12 H 0.769 -0.320 -1.008  C3 1.083
13 H 0.487 -1.342 1.930  C4 1.118
14 H -0.342 -2.229 0.298  C4 1.130
15 H -2.730 -0.650 0.197  C6 1.141

Results
Energy above the lowest of the compared OMol25 structures with the same formula, charge and spin in kcal/mol: 102.0
Maximum force in hartree/bohr: 0.206
HOMO energy in eV: -9.8887
Structure (SMILES): NC[C@H]1CN1C=O
Kohn-Sham gap in eV: 10.73

2.
The following is a quantum chemistry calculation of a single C5H6O3 molecule at a distorted geometry, from the OMol25 dataset.

Each atom is followed by the atoms it is bonded to, with distances in Å.
Geometry (Å):
1 O -0.367 1.641 -2.164  C2 1.186
2 C -0.296 1.050 -1.139  O1 1.186, C3 1.492, C8 1.671
3 C -0.022 1.505 0.256  C2 1.492, C4 1.521, H9 1.103, H10 1.091
4 C 0.520 0.225 0.871  C3 1.521, O5 1.217, C6 1.520
5 O 1.487 0.170 1.608  C4 1.217
6 C -0.301 -0.988 0.468  C4 1.520, O7 1.398, C8 1.518, H11 1.102
7 O 0.331 -2.202 0.755  C6 1.398, H12 0.988
8 C -0.281 -0.615 -1.003  C2 1.671, C6 1.518, H13 1.090, H14 1.092
9 H -0.956 1.860 0.724  C3 1.103
10 H 0.701 2.321 0.298  C3 1.091
11 H -1.304 -0.945 0.922  C6 1.102
12 H 1.011 -2.036 1.452  O7 0.988
13 H -1.141 -0.976 -1.568  C8 1.090
14 H 0.619 -1.011 -1.479  C8 1.092

Results
Energy above the lowest of the compared OMol25 structures with the same formula, charge and spin in kcal/mol: 13.2
Maximum force in hartree/bohr: 0.064
HOMO energy in eV: -9.8634
Structure (SMILES): O=C1CC(=O)[C@H](O)C1
Kohn-Sham gap in eV: 10.14

3.
The following is a quantum chemistry calculation of 3 unconnected molecules or ions with the total composition C20H34FN2O4PS at a distorted geometry, from the OMol25 dataset.

Each atom is followed by the atoms it is bonded to, with distances in Å.
Geometry (Å):
1 C 4.425 0.035 2.610  C2 1.526, H20 1.083, H21 1.087, H22 1.081
2 C 2.905 0.073 2.740  C1 1.526, O3 1.422, H23 1.089, H24 1.087
3 O 2.204 -0.136 1.521  C2 1.422, C4 1.392
4 C 1.883 -1.443 1.166  O3 1.392, C5 1.481, C7 1.543, C11 1.595
5 C 2.662 -2.492 1.864  C4 1.481, N6 1.167
6 N 3.292 -3.284 2.446  C5 1.167
7 C 2.256 -1.612 -0.321  C4 1.543, C8 1.535, H25 1.082, H26 1.085
8 C 3.737 -1.298 -0.577  C7 1.535, C9 1.525, H27 1.084, H28 1.090
9 C 4.180 -2.042 -1.832  C8 1.525, F10 1.377, H29 1.083, H30 1.085
10 F 3.525 -1.490 -2.910  C9 1.377
11 C 0.330 -1.727 1.392  C4 1.595, C12 1.449, C14 1.537, P18 1.901
12 C -0.308 -2.243 0.198  C11 1.449, N13 1.159
13 N -0.740 -2.648 -0.798  C12 1.159
14 C -0.405 -0.486 1.923  C11 1.537, C15 1.527, H31 1.081, H32 1.082
15 C -0.622 0.533 0.806  C14 1.527, C16 1.492, O17 1.364, H33 1.070
16 C -1.915 1.271 0.892  C15 1.492, O17 1.497, H34 1.074, H35 1.072
17 O -0.563 1.840 1.191  C15 1.364, C16 1.497
18 P 0.006 -3.096 2.671  C11 1.901, S19 1.937, H36 1.409, H37 1.408
19 S 0.067 -4.908 1.991  P18 1.937
20 H 4.863 0.648 3.388  C1 1.083
21 H 4.776 -0.979 2.785  C1 1.087
22 H 4.732 0.317 1.613  C1 1.081
23 H 2.547 -0.522 3.578  C2 1.089
24 H 2.677 1.098 3.020  C2 1.087
25 H 2.087 -2.625 -0.661  C7 1.082
26 H 1.673 -0.865 -0.850  C7 1.085
27 H 3.900 -0.232 -0.676  C8 1.084
28 H 4.383 -1.669 0.220  C8 1.090
29 H 3.910 -3.083 -1.706  C9 1.083
30 H 5.250 -1.895 -1.938  C9 1.085
31 H 0.129 0.039 2.702  C14 1.081
32 H -1.413 -0.779 2.185  C14 1.082
33 H -0.279 0.283 -0.176  C15 1.070
34 H -2.235 1.792 0.008  C16 1.074
35 H -2.320 1.476 1.863  C16 1.072
36 H -1.322 -2.823 3.054  P18 1.409
37 H 0.789 -2.832 3.810  P18 1.408
38 C -7.091 2.515 2.449  C39 1.525, C42 1.522, H43 1.089, H44 1.092
39 C -7.016 1.037 2.814  C38 1.525, C40 1.522, H45 1.093, H46 1.089
40 C -6.061 0.504 1.756  C39 1.522, O41 1.432, H47 1.095, H48 1.091
41 O -5.168 1.576 1.435  C40 1.432, C42 1.432
42 C -5.665 2.795 1.998  C38 1.522, O41 1.432, H49 1.096, H50 1.090
43 H -7.409 3.156 3.269  C38 1.089
44 H -7.783 2.658 1.616  C38 1.092
45 H -6.579 0.921 3.809  C39 1.093
46 H -7.981 0.532 2.806  C39 1.089
47 H -6.595 0.220 0.844  C40 1.095
48 H -5.484 -0.355 2.102  C40 1.091
49 H -5.027 3.066 2.848  C42 1.096
50 H -5.604 3.589 1.254  C42 1.090
51 C 2.451 1.493 -5.973  C52 1.525, C55 1.523, H56 1.089, H57 1.093
52 C 1.732 0.195 -5.620  C51 1.525, C53 1.520, H58 1.093, H59 1.089
53 C 1.235 0.491 -4.214  C52 1.520, O54 1.433, H60 1.093, H61 1.091
54 O 0.996 1.903 -4.153  C53 1.433, C55 1.429
55 C 1.562 2.532 -5.304  C51 1.523, O54 1.429, H62 1.096, H63 1.091
56 H 2.563 1.657 -7.044  C51 1.089
57 H 3.446 1.503 -5.521  C51 1.093
58 H 0.886 0.044 -6.295  C52 1.093
59 H 2.367 -0.688 -5.667  C52 1.089
60 H 1.992 0.240 -3.467  C53 1.093
61 H 0.315 -0.043 -3.970  C53 1.091
62 H 0.743 2.838 -5.965  C55 1.096
63 H 2.109 3.424 -4.997  C55 1.091

Results
Maximum force in hartree/bohr: 0.056
HOMO energy in eV: -8.8777
Structure (SMILES): CCO[C@](C#N)(CCCF)[C@](C#N)(C[C@H]1CO1)[PH2]=S.C1CCOC1.C1CCOC1
Kohn-Sham gap in eV: 9.37